DFT (ωB97M-V with the def2-TZVPD basis set) results for C33H21Br4N6O5STc as an isolated structure.

XYZ file:
```
71
Properties=species:S:1:pos:R:3:lowdin_charge:R:1
Tc -0.1472 -0.4533 0.1520 1.57
Br -6.6120 -1.2873 -2.6179 0.68
Br -4.6478 -2.6356 -4.8737 0.67
Br -5.2887 0.0478 0.1187 0.75
Br -1.3729 -2.7902 -4.3092 0.74
S 2.0066 -0.6995 1.5365 0.70
O -0.5862 0.8769 1.7425 -0.21
O -1.7194 1.3375 4.0392 0.05
O -0.7320 -1.5865 -1.5998 -0.19
O 1.5176 -0.5117 -1.1961 -0.27
O -2.2481 -0.2480 0.0400 -0.19
N 2.0325 -2.1211 3.7305 0.04
N 1.5402 -2.7181 4.8234 0.02
N -0.6086 -1.9458 1.4864 -0.10
N -0.9673 2.3473 0.0536 0.07
N -0.0066 -2.0839 2.6463 0.06
N -0.2265 1.5148 -0.6865 -0.10
C -1.3407 -1.4687 7.5517 -0.10
C 2.3486 -0.6943 -3.3641 -0.01
C -0.7242 -2.7045 7.6895 -0.10
C 1.2452 -1.6890 2.7671 -0.83
C -4.7499 -1.3518 -2.3313 -0.77
C 1.9696 1.0682 -4.9582 -0.11
C -2.4350 2.2784 3.4060 -0.26
C -3.0091 3.5891 1.4621 -0.02
C -4.0182 4.2077 2.1664 -0.10
C -2.1421 -3.4047 0.3154 -0.02
C 0.1527 1.9405 -1.8495 -0.04
C 1.5757 -0.0249 -2.3787 -0.35
C -2.5499 -2.0176 -3.0509 -0.65
C 1.1937 1.7340 -4.0414 -0.06
C -3.4385 2.9371 4.1181 -0.02
C 0.2032 -3.1296 6.7597 -0.04
C -1.0454 -0.6757 6.4524 -0.08
C -0.1294 -1.0951 5.5121 -0.02
C -4.2050 -0.7958 -1.1784 -0.64
C -1.9824 -1.5052 -1.8860 -0.45
C 0.5263 -2.3212 5.6609 -0.24
C -3.9960 -3.0840 2.3526 -0.08
C -3.3911 -3.9864 0.2138 -0.07
C -2.7543 -2.4948 2.4648 -0.01
C 2.5343 -0.1640 -4.6140 -0.09
C -2.2005 2.6236 2.0645 -0.07
C -1.8284 -2.6173 1.4258 -0.27
C -1.2010 1.9099 1.2660 -0.42
C -3.9203 -1.9408 -3.2762 -0.77
C -4.2263 3.8846 3.5014 -0.09
C -4.3249 -3.8172 1.2236 -0.09
C -2.8330 -0.8221 -0.9567 -0.42
C 0.9593 1.2082 -2.7605 -0.15
H -2.0375 -1.1257 8.3012 0.09
H -1.3897 -3.5594 -0.4437 0.12
H 2.1420 1.4872 -5.9385 0.09
H 0.1116 -0.4631 4.6739 0.09
H 3.1166 -0.7065 -5.3465 0.10
H -5.0129 4.3732 4.0599 0.10
H 0.6907 -4.0878 6.8804 0.10
H 2.7843 -1.6395 -3.0835 0.11
H -1.1278 0.9226 3.3700 0.07
H -1.5258 0.2829 6.3205 0.09
H 2.1731 -3.4246 5.1783 0.15
H -3.5879 2.6673 5.1531 0.11
H -3.6461 -4.5656 -0.6644 0.11
H -5.3089 -4.2502 1.1331 0.10
H -4.6586 4.9296 1.6792 0.09
H -2.8255 3.8260 0.4267 0.11
H -0.9637 -3.3379 8.5326 0.10
H -4.7160 -2.9568 3.1463 0.10
H -2.4912 -1.9137 3.3343 0.11
H -0.1850 2.9367 -2.1458 0.13
H 0.7344 2.6804 -4.2941 0.11
```

## Properties
Expectation value of S²: 1.20
LUMO (spin up / spin down) (eV): 0.9 / 0.6
Net charge: -1
Spin multiplicity: 2
Energy relative to the best compared isomer or geometry (same formula, charge and spin) (kJ/mol): 157.6
E_tot (hartree): -12749.98745

---

DFT (ωB97M-V with the def2-TZVPD basis set) results for C33H21Br4N6O5STc as an isolated structure.

XYZ file:
```
71
Properties=species:S:1:pos:R:3:lowdin_charge:R:1
Tc 1.0460 -0.0027 0.5768 1.57
Br 1.1419 3.7549 4.0291 0.75
Br 1.1112 6.8826 -0.8035 0.68
Br 1.2200 3.9776 -2.5071 0.76
Br 1.1069 6.7648 2.5251 0.68
S 1.2108 -1.6434 -1.1409 0.67
O 1.3072 1.6296 -0.5994 -0.27
O 5.3451 0.4114 -0.5130 0.07
O 1.2139 1.5340 1.9671 -0.23
O 3.0737 -0.0984 0.6349 -0.24
O -0.6976 -0.2765 1.7062 -0.23
N -1.6241 -1.9404 -3.7612 0.00
N -1.1655 -0.3256 -1.8194 0.02
N -0.9409 0.3361 -0.8355 0.00
N -0.4172 -2.0557 -3.1425 0.03
N 1.5236 -1.7302 1.7587 -0.15
N 2.8927 -2.0102 1.9033 0.10
C 1.2648 2.7432 1.4278 -0.43
C -3.0563 3.9841 -0.5667 -0.08
C 1.2017 5.2282 0.1102 -0.76
C -2.9021 -1.7269 -3.2164 -0.26
C -5.2300 -1.2107 -3.6144 -0.11
C -3.9369 -1.3945 -4.0885 -0.05
C 7.8346 -1.6200 1.1266 -0.10
C -1.3757 -1.3853 1.8310 -0.35
C -2.3706 3.4775 0.5251 -0.06
C 7.0684 -2.4044 1.9881 -0.10
C 7.2337 -0.6871 0.3068 -0.02
C -1.7245 1.5500 -0.7589 -0.20
C 1.2236 3.9294 2.1500 -0.65
C -3.4910 -2.5588 1.9490 -0.11
C -3.1923 -1.9210 -1.8654 -0.04
C -0.7101 -2.6138 2.0427 -0.15
C 5.6991 -2.2317 2.0166 -0.04
C -5.5116 -1.3536 -2.2642 -0.11
C 5.0673 -1.2899 1.2005 -0.07
C 1.2611 4.0295 -0.6193 -0.64
C -1.4535 -3.7914 2.2049 -0.05
C 1.1899 5.1748 1.5018 -0.76
C 1.3044 2.8059 0.0275 -0.41
C -4.4826 -1.7205 -1.4003 -0.08
C -3.0974 3.2561 -1.7542 -0.08
C -2.4433 2.0423 -1.8493 -0.02
C 0.7304 -2.6634 2.1265 -0.08
C -1.7073 2.2609 0.4343 -0.02
C -2.8289 -3.7810 2.1416 -0.10
C 5.8477 -0.5106 0.3279 -0.26
C -2.7865 -1.3830 1.8076 -0.02
C -0.2354 -1.3412 -2.1012 -0.76
C 3.5945 -1.1369 1.2612 -0.41
H -1.1888 1.8545 1.2922 0.09
H -3.5568 4.9434 -0.4972 0.10
H -0.9209 -4.7269 2.3632 0.11
H -4.5748 -2.5392 1.9116 0.10
H -2.3388 4.0309 1.4563 0.11
H -3.6226 3.6500 -2.6163 0.10
H -3.7178 -1.2734 -5.1451 0.10
H -2.4578 1.4684 -2.7667 0.11
H 7.5398 -3.1393 2.6279 0.09
H -3.3911 -4.7024 2.2336 0.09
H -3.2868 -0.4320 1.6612 0.12
H -2.4184 -2.2467 -1.1756 0.11
H -4.6797 -1.8595 -0.3421 0.08
H 4.3813 0.4784 -0.3591 0.08
H 7.8126 -0.0655 -0.3659 0.11
H 8.9130 -1.7386 1.0986 0.10
H -6.5143 -1.1869 -1.8888 0.09
H -6.0196 -0.9485 -4.3103 0.10
H 5.0759 -2.8223 2.6748 0.11
H 1.2022 -3.5712 2.4995 0.13
H -1.5700 -2.1372 -4.7394 0.12
```

## Properties
Expectation value of S²: 3.78
LUMO (spin up / spin down) (eV): 1.6 / 1.4
Net charge: -1
Spin multiplicity: 4
Energy relative to the best compared isomer or geometry (same formula, charge and spin) (kJ/mol): 7.3
E_tot (hartree): -12750.01810

---

DFT (ωB97M-V with the def2-TZVPD basis set) results for C33H21FeI2N7OS2 as an isolated structure.

XYZ file:
```
67
Properties=species:S:1:pos:R:3:lowdin_charge:R:1
I 2.1899 4.4585 0.9213 0.89
I 6.6747 1.4820 3.5772 0.79
Fe 0.0190 0.0959 0.0169 0.29
S -2.0788 1.2000 -0.6095 0.82
S -1.4967 3.4518 1.8385 0.69
O 1.0704 1.5479 0.8806 -0.22
N -7.0382 -6.7815 2.8977 0.14
N 1.6235 -1.1433 0.2767 -0.08
N 0.9857 0.5777 -1.7000 0.04
N -5.4716 0.5399 0.5499 0.16
N -0.8743 -1.4789 -0.8994 -0.04
N -4.4315 2.4029 3.7883 0.15
N -0.8535 -0.3792 1.7394 0.00
C 4.7912 1.4909 2.6710 -0.76
C 2.2077 -1.0540 1.6297 -0.13
C -2.3068 -1.2325 3.3034 -0.01
C 2.9911 2.6732 1.6382 -0.63
C -1.8218 -2.3184 -0.3390 -0.25
C -3.1072 1.5910 0.6677 -0.73
C 1.2171 1.6153 -3.8320 -0.04
C -2.2764 -3.2377 -1.3161 -0.03
C -0.7444 -1.8683 -2.1680 -0.15
C -3.9275 -5.4645 2.0193 -0.03
C 2.6199 -0.9621 -0.7874 -0.10
C -3.7163 2.4019 2.8866 -0.30
C -2.8022 2.4262 1.7651 -0.82
C -2.9691 -4.5459 1.6313 -0.01
C 2.2281 1.4870 1.4307 -0.44
C 4.2277 2.6871 2.2482 -0.25
C -6.2478 -6.0118 2.5744 -0.19
C -1.5854 -2.9553 -2.4756 -0.08
C -2.2730 -2.2316 0.9917 -0.05
C 2.3566 0.8676 -4.0836 -0.06
C -4.6373 -2.8132 1.5598 0.01
C 2.1078 -0.1116 -1.9199 -0.24
C -4.4234 1.0155 0.6068 -0.29
C -1.8456 -1.3374 1.9493 -0.23
C 4.1174 0.3028 2.4556 -0.14
C -1.6004 -0.2183 3.8813 -0.05
C -5.2499 -5.0543 2.1743 -0.24
C 0.5616 1.4380 -2.6276 -0.10
C -5.6042 -3.7276 1.9433 -0.01
C -3.3148 -3.2172 1.4034 -0.18
C 2.8659 0.2807 1.8563 -0.16
C -0.7186 0.2747 2.8744 -0.14
C 2.8116 -0.0043 -3.1109 -0.02
H 2.9522 -1.8445 1.7820 0.12
H -1.6947 0.1687 4.8827 0.10
H 0.8321 2.3225 -4.5527 0.11
H -4.9109 -1.7825 1.3703 0.10
H -1.9396 -4.8553 1.5042 0.13
H -0.3360 1.9904 -2.3820 0.07
H 3.7064 -0.5948 -3.2601 0.12
H 1.1616 -2.0391 0.1628 0.13
H -3.6607 -6.4964 2.2033 0.12
H -0.0216 1.0954 2.9522 0.10
H -6.6327 -3.4148 2.0619 0.12
H -3.0763 -1.8386 3.7537 0.11
H -3.0261 -3.9983 -1.1680 0.10
H -0.0782 -1.3583 -2.8474 0.10
H -1.6719 -3.4448 -3.4325 0.08
H 4.7537 3.6226 2.3798 0.07
H 4.5707 -0.6358 2.7544 0.09
H 2.9977 -1.9169 -1.1634 0.13
H 1.3894 -1.2228 2.3288 0.11
H 3.4711 -0.4269 -0.3577 0.14
H 2.8878 0.9684 -5.0213 0.11
```

## Properties
Expectation value of S²: 0.86
LUMO (spin up / spin down) (eV): 1.6 / 1.0
Net charge: -1
Spin multiplicity: 2
Energy relative to the best compared isomer or geometry (same formula, charge and spin) (kJ/mol): 0.0
E_tot (hartree): -4384.26423

---

Among the records above, which one has the highest spin multiplicity? number 2

---

Among the records above, which one has the lowest expectation value of S²? C33H21FeI2N7OS2

---

Among the records above, which one has the highest expectation value of S²? number 2